227
Properties=species:S:1:pos:R:3:forces:R:3 method="wB97M-V/def2-TZVPD" e_tot_ev=-106381.2720 gap_ev=9.439 lumo_ev=0.424 de_lowest_kj_mol=436.3
O -0.67652 1.66830 -3.77239 0.08 -0.65 0.47
H -0.28258 2.30368 -4.36339 0.16 0.62 -0.37
H 0.03728 1.45791 -3.14499 -0.35 0.03 0.08
O -1.23680 0.34336 3.01337 -0.41 -1.31 -0.41
H -0.91891 -0.43371 3.54584 0.34 0.63 0.05
H -1.73621 -0.16757 2.34018 0.14 0.75 0.21
C 1.28797 -5.21391 -1.09061 0.89 -0.12 0.03
C -0.08643 -5.62581 -1.55008 0.37 1.85 0.77
C -0.34734 -4.99993 -2.86997 -1.76 0.25 -1.19
O -0.12220 -3.61913 -2.82586 0.07 -0.51 1.24
C -0.38401 -3.07725 -4.07237 -0.11 0.17 0.98
N -0.28985 -7.00796 -1.74997 0.43 -2.89 0.67
H 1.60787 -5.72282 -0.18182 -0.04 -0.23 0.05
H 1.31857 -4.15333 -0.88137 -0.03 0.38 0.03
H 1.99989 -5.38492 -1.90984 -0.07 -0.13 0.36
H -0.77577 -5.12817 -0.85999 -0.41 -0.76 0.04
H -1.44790 -5.14380 -3.13032 1.22 -0.13 0.09
H 0.25572 -5.44990 -3.67560 0.04 -0.07 0.20
H -1.32159 -3.40683 -4.43510 -1.30 -0.17 -0.50
H 0.37483 -3.40225 -4.71847 1.07 -0.17 -1.47
H -0.37176 -2.03775 -3.88105 -0.08 1.31 -0.61
H -0.29555 -7.60675 -0.89739 -0.19 1.07 -0.49
H 0.56808 -7.34913 -2.20709 -0.59 0.07 -0.18
C -2.78936 8.61112 1.84510 -0.41 0.25 -2.08
C -3.35394 7.26293 1.37377 -0.70 -1.15 -0.99
C -2.88649 6.21532 2.35442 0.02 -1.36 0.10
O -2.95138 4.84157 1.84892 -0.78 2.45 -0.79
C -2.70529 3.89325 2.79586 0.12 -1.25 1.53
N -4.82242 7.36442 1.17750 0.97 -0.24 -0.10
H -1.70186 8.55687 1.77293 -0.02 0.14 0.72
H -3.21102 8.98283 2.80707 0.51 -0.46 -0.61
H -3.05673 9.30431 1.01780 -0.05 0.03 0.81
H -3.00555 6.86877 0.37101 0.30 1.05 0.85
H -3.48788 6.28572 3.25693 -0.18 -0.10 0.38
H -1.85908 6.45900 2.61880 0.34 -0.26 0.10
H -3.28318 3.96534 3.73377 -0.05 0.53 -0.16
H -1.65905 3.83876 3.07732 0.49 0.10 0.18
H -2.95988 2.90125 2.44193 -0.01 -0.08 -0.56
H -5.21760 6.45793 0.87437 0.15 0.73 0.72
H -5.19988 7.75339 2.02998 -0.62 -0.41 0.03
C -5.42295 -5.24848 -2.44843 -0.91 1.47 -1.21
C -4.08261 -5.17329 -1.89137 1.96 0.75 1.83
C -3.79454 -3.70460 -1.38826 -1.45 -1.63 -0.87
O -3.73302 -2.91926 -2.57001 -0.29 -1.48 0.46
C -3.17145 -1.70068 -2.27392 0.76 0.72 -1.27
N -3.83479 -6.15854 -0.80507 -0.19 -1.29 0.21
H -5.49920 -4.50575 -3.25649 -0.14 -0.13 0.22
H -6.16703 -4.99136 -1.71246 -0.38 0.03 0.42
H -5.65665 -6.17855 -2.87683 -0.28 -1.45 -0.47
H -3.28625 -5.28872 -2.62355 -0.27 -0.38 -0.34
H -2.84169 -3.69029 -0.89445 0.44 0.07 0.46
H -4.63253 -3.39441 -0.70683 0.74 0.10 -0.36
H -2.11993 -1.74831 -1.98889 0.25 -0.23 0.01
H -3.70739 -1.26799 -1.48783 -0.83 1.16 1.40
H -3.26972 -1.09994 -3.17052 0.13 0.37 -0.06
H -3.13480 -6.85217 -1.11042 -0.27 0.66 0.08
H -4.65325 -6.76436 -0.55255 0.71 1.20 -0.54
C -5.99548 1.30251 1.17290 0.62 0.57 0.39
C -5.63558 0.30352 2.31500 1.25 1.16 -0.39
C -6.31862 -1.02369 2.11782 -1.34 0.88 -0.70
O -5.72874 -1.94258 2.96790 0.07 -0.93 0.18
C -6.34154 -3.22163 2.97889 -0.16 0.28 0.36
N -4.14112 0.09983 2.21586 -0.96 0.64 0.66
H -7.03115 1.47523 0.99111 -1.16 -0.42 0.14
H -5.57650 0.98994 0.20283 0.10 -0.14 0.49
H -5.65812 2.34791 1.34799 0.35 -0.73 0.20
H -5.89449 0.66360 3.36740 0.10 -0.07 -1.37
H -6.29066 -1.28381 1.00351 -0.03 -0.12 1.36
H -7.37352 -0.83199 2.47114 0.47 -0.48 -0.76
H -5.79615 -3.79892 3.72389 -0.09 -0.13 -0.11
H -6.29602 -3.70436 2.01100 0.30 -0.16 -0.41
H -7.41506 -3.20755 3.24506 0.32 0.35 0.13
H -3.71033 1.04647 2.16228 -0.30 -1.13 0.38
H -3.91309 -0.32997 3.12137 0.50 0.37 -0.59
C 7.45426 3.03252 2.39518 0.63 -2.13 0.77
C 7.19645 2.60432 0.96714 -0.01 -0.93 -0.04
C 6.40301 3.63481 0.24557 -0.09 1.22 0.16
O 5.18684 3.87422 0.94770 -0.04 1.21 -1.27
C 4.49076 4.97079 0.31155 -0.65 0.30 2.03
N 8.47793 2.61092 0.26974 0.73 -0.57 2.09
H 7.55414 4.10630 2.44513 0.23 0.20 0.27
H 8.38392 2.47147 2.74618 -0.90 1.07 -0.32
H 6.67112 2.65195 3.06035 -0.08 0.50 -0.10
H 6.60240 1.61864 0.89322 0.95 1.10 0.30
H 6.23388 3.28989 -0.77235 -0.38 0.00 -0.38
H 7.03695 4.57667 0.16659 -0.76 -0.83 0.23
H 3.95025 4.65801 -0.57892 -0.03 -0.11 -0.14
H 5.14320 5.81962 0.08186 0.28 -0.31 -0.17
H 3.77467 5.40593 1.08186 0.60 -0.82 -0.98
H 9.15133 1.92646 0.66959 -0.86 0.65 -0.86
H 8.32257 2.52942 -0.69272 0.28 -0.60 -1.62
C 7.94381 -3.49113 -3.02559 -0.63 1.36 0.20
C 7.01707 -2.24750 -2.70078 0.28 -1.71 0.37
C 6.55595 -2.40869 -1.27899 -0.22 -0.21 0.27
O 5.53465 -3.36825 -1.32271 -1.53 -1.75 0.96
C 4.77924 -3.46875 -0.08147 0.45 -0.16 -0.04
N 7.50809 -0.92819 -2.97252 0.67 -0.06 0.22
H 7.46919 -4.46808 -2.87515 -0.16 0.39 -0.28
H 8.77818 -3.45087 -2.35662 0.67 0.01 0.62
H 8.37039 -3.35622 -4.00250 -0.01 -0.33 -0.74
H 6.13588 -2.34267 -3.27571 -1.04 -0.15 -0.70
H 6.06898 -1.53209 -0.88396 0.52 0.91 0.22
H 7.42078 -2.75634 -0.67900 -0.45 0.30 0.30
H 4.35149 -4.45376 0.18100 0.44 0.04 -1.05
H 3.94002 -2.77927 -0.01419 0.06 0.40 -0.35
H 5.44464 -3.26669 0.73942 0.33 0.33 0.48
H 7.55884 -0.84661 -3.97282 0.28 0.36 -0.36
H 8.44862 -0.86942 -2.60535 0.27 0.38 -0.09
C -0.65178 5.18753 -2.42520 -0.27 -0.50 1.36
C 0.37349 5.92784 -3.21738 0.93 0.31 1.10
C 0.41885 5.45553 -4.63157 -1.93 -0.80 -2.63
O 0.68068 4.01832 -4.84990 1.49 1.36 -0.38
C 2.04395 3.82038 -5.35101 -0.88 0.60 0.29
N 0.21149 7.38161 -3.02749 0.72 -0.41 -0.61
H -1.64570 5.34583 -2.86635 0.29 -0.37 0.07
H -0.70187 5.50341 -1.34274 0.16 -0.11 -1.16
H -0.35748 4.12222 -2.42271 -0.67 0.34 -0.16
H 1.36429 5.68291 -2.83821 0.25 -0.04 0.44
H 1.16323 6.04559 -5.16823 0.04 -0.06 -0.21
H -0.59480 5.59002 -5.17635 1.40 0.17 0.96
H 2.71953 4.22581 -4.60317 0.37 -0.22 0.09
H 2.29513 4.31261 -6.31579 -0.71 0.00 0.43
H 2.18466 2.76295 -5.50432 0.04 -0.37 0.24
H 0.98017 7.92534 -3.46831 -1.07 -0.51 0.21
H -0.69530 7.61844 -3.40492 0.02 0.58 -0.19
C -2.12523 -5.79898 4.34453 1.57 2.15 -0.87
C -2.45411 -5.95272 2.86617 -2.28 1.75 0.35
C -1.38589 -5.47529 1.93508 2.00 0.44 1.09
O -0.82669 -4.18038 2.28177 -0.84 0.06 -1.45
C -1.25948 -3.18039 1.32678 0.58 2.12 2.38
N -2.82467 -7.31275 2.53954 -0.07 0.13 0.88
H -1.13165 -6.21675 4.60477 -0.56 -0.02 0.04
H -2.92965 -6.23504 4.86926 -0.66 -0.48 1.01
H -2.07210 -4.65805 4.53168 -0.08 -1.88 0.01
H -3.38438 -5.29703 2.79028 0.97 -0.67 -0.51
H -1.77945 -5.45375 0.93123 0.08 -0.24 -0.45
H -0.48685 -6.15117 2.06636 -0.97 0.21 -0.54
H -2.33766 -2.89402 1.54478 1.18 -0.11 -0.34
H -1.16867 -3.46819 0.29556 0.25 -0.39 -0.40
H -0.53543 -2.26596 1.52244 -1.72 -1.68 -0.48
H -1.95850 -7.76276 2.73158 0.57 -1.42 -0.05
H -3.03964 -7.44694 1.56876 -0.05 0.21 -0.51
C -0.16385 2.86909 0.22287 -0.24 0.74 2.47
C 0.88599 1.94771 0.84754 -0.21 -0.82 -1.85
C 1.62671 1.55349 -0.44842 -0.13 -1.26 -1.22
O 0.75568 0.83318 -1.35674 0.07 1.27 -0.11
C 0.64533 -0.54661 -1.25656 -0.17 -0.62 0.87
N 1.84634 2.53318 1.76245 -0.28 -0.10 0.14
H 0.43993 3.66208 -0.23927 -0.88 0.32 0.17
H -0.98889 3.18277 0.91737 1.16 0.33 -0.38
H -0.68616 2.30335 -0.48570 -0.59 -0.62 -1.49
H 0.39406 1.02290 1.19871 0.36 0.48 0.56
H 2.50823 0.88302 -0.40234 0.04 0.75 0.66
H 1.81834 2.47671 -1.04052 0.51 -0.49 0.55
H -0.10013 -0.86804 -0.50069 -0.13 0.23 -0.43
H 1.56845 -0.99956 -0.86805 0.22 -0.08 -0.58
H 0.35514 -0.88525 -2.25907 0.22 -0.32 0.48
H 2.44088 3.14850 1.22749 0.40 0.15 -0.08
H 1.38089 3.13670 2.42515 -0.22 0.03 0.18
C -2.45164 1.80881 6.39565 1.29 -0.85 0.12
C -1.55843 0.80703 7.19968 0.68 0.72 -0.16
C -0.07419 1.15463 7.02757 -0.35 -0.79 -0.40
O 0.28355 1.10933 5.65602 0.43 0.44 0.12
C 1.42768 1.91529 5.33087 -1.42 0.26 2.59
N -1.81378 0.75833 8.62963 -0.28 -0.61 0.96
H -2.15156 2.82831 6.62998 -0.01 0.16 0.13
H -3.48853 1.68520 6.60854 -0.80 -0.15 0.29
H -2.29569 1.66461 5.31501 0.08 -0.07 0.38
H -1.68087 -0.21716 6.87203 -0.31 -0.20 -0.55
H 0.46248 0.42754 7.65757 0.39 -0.19 -0.44
H 0.12816 2.09589 7.52229 0.02 0.80 -0.25
H 2.25775 1.58870 5.92888 0.90 -0.47 -0.14
H 1.25994 2.93622 5.67871 -0.24 0.30 -0.04
H 1.58448 1.95936 4.30446 0.36 -0.52 -1.77
H -1.14393 0.17560 9.17342 -0.66 0.48 -0.94
H -1.79090 1.66184 9.06039 -0.05 0.59 0.09
C 2.85038 -2.38904 -4.13870 -0.58 0.70 0.40
C 3.15918 -3.70413 -4.76198 1.62 -0.33 -0.99
C 4.56460 -3.64616 -5.36911 -0.85 -1.30 -0.30
O 4.68185 -4.82756 -6.16554 0.49 0.00 0.60
C 5.93313 -4.88000 -6.78602 0.52 0.37 -1.08
N 3.07875 -4.86254 -3.89753 1.64 -2.02 -0.23
H 3.54091 -2.21493 -3.29264 -0.19 0.13 -0.32
H 1.81479 -2.41467 -3.72416 1.01 0.48 -0.37
H 3.01119 -1.60868 -4.94323 -0.47 -0.56 1.16
H 2.53728 -3.91135 -5.61280 -0.73 0.09 -0.44
H 5.30741 -3.61416 -4.58260 0.37 -0.19 0.30
H 4.74641 -2.86371 -6.05615 -0.08 1.56 -0.52
H 6.12878 -5.89503 -7.05935 0.17 -0.86 0.11
H 6.76978 -4.51879 -6.14560 -0.55 -0.08 -0.35
H 5.93683 -4.36632 -7.78904 0.01 0.17 1.00
H 3.61888 -5.67490 -4.42153 -1.51 2.08 1.35
H 3.67434 -4.66438 -3.07507 -0.35 -0.17 -0.37
C 2.09081 -2.94435 5.19082 -1.05 -1.39 -0.79
C 1.44897 -1.80769 4.40237 -0.51 -1.04 -1.31
C 1.89985 -2.00321 2.89754 0.35 1.55 1.69
O 3.28311 -1.67069 2.71931 -1.13 -1.18 -0.49
C 3.54754 -0.30819 2.87802 0.02 0.35 0.93
N -0.05407 -1.87130 4.41793 1.00 -0.18 -0.66
H 1.76616 -3.97535 4.80990 0.07 1.42 0.24
H 1.76092 -2.89907 6.19772 -0.08 0.00 1.21
H 3.15660 -3.00134 5.14341 0.81 0.46 -0.01
H 1.72008 -0.81169 4.78606 -0.06 -0.45 -0.20
H 1.26462 -1.33705 2.31061 0.02 -0.06 -0.41
H 1.77375 -3.04436 2.65370 -0.11 -0.33 -0.36
H 4.57768 -0.21313 2.52267 -0.18 0.52 0.05
H 3.50974 -0.09028 3.98327 0.16 0.37 -0.99
H 2.83361 0.36001 2.33305 0.61 -0.46 0.36
H -0.40700 -1.64035 5.31820 -0.14 0.33 0.92
H -0.38733 -2.81212 4.22122 0.20 -0.05 -0.22
C -4.21053 6.27179 -2.98032 -0.36 1.29 -1.25
C -5.61257 5.69868 -2.68310 1.20 1.38 -1.48
C -5.62612 4.23741 -2.75552 0.01 -2.05 -0.53
O -5.32345 3.85576 -4.08845 -1.32 2.24 -0.48
C -4.82791 2.61305 -4.27204 0.49 -2.58 -0.14
N -5.94913 6.11859 -1.36531 0.79 0.52 1.09
H -4.26923 7.33944 -2.75667 0.06 0.15 0.04
H -3.72913 6.24799 -3.97599 -1.07 -0.45 -0.01
H -3.43418 5.89371 -2.38019 0.54 -0.81 1.41
H -6.32482 6.09719 -3.41734 0.14 0.02 -0.18
H -6.61360 3.80235 -2.40589 1.03 0.26 -0.28
H -4.78201 3.89255 -2.16355 -0.16 -0.39 0.74
H -4.62301 2.40284 -5.35532 -0.10 0.53 0.92
H -5.56417 1.82233 -3.95578 0.57 0.40 -0.05
H -3.89137 2.49595 -3.69036 -0.20 -0.33 -0.28
H -6.93687 6.22108 -1.34346 -0.74 0.54 0.66
H -5.43304 6.97668 -1.09531 -1.04 -0.68 -0.18